ORCA calculation (the ωB97M-V functional and the def2-TZVPD basis) on a molecular structure, C36H83Br12Cl2O20P5.

Properties
E in Ha: -36442.088238
2S+1: 1
E_HOMO in hartree: -0.365
Net charge: 0
Gap between HOMO and LUMO in eV: 9.4998

Cartesian coordinates (Å):
C1 5.19 -0.67 1.57
C2 5.58 -1.41 0.27
O1 4.50 -2.16 -0.24
P1 4.35 -3.67 0.27
O2 4.37 -3.92 1.73
O3 5.55 -4.40 -0.47
C3 5.53 -4.42 -1.91
C4 6.92 -4.29 -2.47
O4 2.98 -4.04 -0.48
C5 2.08 -4.94 0.06
C6 0.65 -4.62 -0.40
H1 5.91 0.07 1.91
H2 4.23 -0.19 1.44
H3 5.05 -1.45 2.31
H4 5.97 -0.83 -0.56
H5 6.38 -2.07 0.58
H6 5.15 -5.39 -2.19
H7 4.77 -3.71 -2.24
H8 7.33 -3.35 -2.09
H9 7.52 -5.09 -2.07
H10 6.85 -4.32 -3.61
H11 2.38 -5.98 -0.26
H12 2.15 -4.95 1.14
H13 0.37 -3.64 -0.10
H14 0.55 -4.77 -1.47
H15 -0.02 -5.36 0.07
C7 -1.61 -1.69 -0.84
C8 -1.38 -0.29 -1.04
O5 -0.41 0.29 -0.09
P2 1.13 0.16 0.07
O6 1.72 1.24 0.82
O7 1.29 -1.31 0.66
C9 0.71 -1.62 1.93
C10 1.52 -1.24 3.13
O8 1.78 -0.03 -1.39
C11 3.08 0.48 -1.68
C12 3.60 -0.20 -3.01
H16 -0.66 -2.20 -0.90
H17 -1.98 -1.96 0.20
H18 -2.36 -2.06 -1.50
H19 -0.97 0.00 -2.01
H20 -2.34 0.24 -1.02
H21 -0.27 -1.14 1.91
H22 0.56 -2.71 1.87
H23 1.72 -0.19 3.05
H24 0.79 -1.36 3.93
H25 2.43 -1.81 3.17
H26 3.08 1.59 -1.68
H27 3.77 0.15 -0.94
H28 3.57 -1.31 -2.96
H29 3.03 0.09 -3.91
H30 4.62 0.15 -3.15
C13 -2.41 3.27 -0.26
C14 -2.89 4.69 -0.31
O9 -2.56 5.02 -1.60
P3 -1.90 6.38 -2.09
O10 -1.71 7.37 -1.03
O11 -0.62 5.92 -2.92
C15 0.65 6.34 -2.47
C16 1.00 5.70 -1.13
O12 -2.82 6.85 -3.32
C17 -4.02 7.61 -3.08
C18 -5.22 6.73 -2.90
H31 -2.72 2.76 0.69
H32 -2.80 2.79 -1.12
H33 -1.33 3.23 -0.14
H34 -3.98 4.84 -0.17
H35 -2.29 5.36 0.33
H36 1.35 5.96 -3.23
H37 0.69 7.42 -2.40
H38 0.89 4.61 -1.20
H39 2.09 5.80 -0.95
H40 0.37 6.19 -0.40
H41 -3.81 8.22 -2.20
H42 -4.12 8.19 -3.99
H43 -5.19 6.11 -1.98
H44 -6.10 7.37 -2.86
H45 -5.28 6.03 -3.71
C19 1.99 -0.61 6.85
C20 1.09 0.30 6.11
O13 1.80 1.16 5.21
P4 2.85 2.26 5.61
O14 4.06 1.74 6.25
O15 3.24 3.04 4.30
C21 3.82 2.39 3.15
C22 4.22 3.42 2.14
O16 1.99 3.29 6.46
C23 2.59 4.27 7.26
C24 2.19 5.61 6.69
H46 1.37 -1.22 7.50
H47 2.53 -1.35 6.23
H48 2.65 0.03 7.44
H49 0.48 -0.29 5.41
H50 0.46 0.89 6.77
H51 4.71 1.82 3.40
H52 3.08 1.75 2.71
H53 5.07 4.06 2.38
H54 4.40 2.79 1.24
H55 3.37 4.10 1.85
H56 2.23 4.19 8.30
H57 3.68 4.05 7.30
H58 2.51 6.46 7.29
H59 2.55 5.78 5.66
H60 1.08 5.61 6.78
C25 -5.45 -5.28 0.79
C26 -4.85 -5.04 -0.55
O17 -4.81 -3.68 -0.94
P5 -4.88 -3.19 -2.43
O18 -4.81 -1.72 -2.42
O19 -6.16 -3.87 -3.15
C27 -7.34 -3.11 -3.37
C28 -7.28 -2.24 -4.52
O20 -3.66 -3.90 -3.17
C29 -2.93 -3.18 -4.24
C30 -1.50 -3.57 -4.10
H61 -6.53 -5.04 0.82
H62 -5.41 -6.38 0.92
H63 -4.73 -4.79 1.44
H64 -3.83 -5.37 -0.54
H65 -5.47 -5.54 -1.31
H66 -8.09 -3.90 -3.44
H67 -7.57 -2.50 -2.45
H68 -7.14 -2.71 -5.49
H69 -8.23 -1.64 -4.59
H70 -6.55 -1.45 -4.29
H71 -3.35 -3.49 -5.22
H72 -3.16 -2.13 -4.10
H73 -1.20 -3.29 -3.07
H74 -1.53 -4.65 -4.26
H75 -0.87 -3.06 -4.83
Cl1 -1.82 4.48 3.39
C31 -0.54 3.33 3.90
C32 -0.68 1.94 3.30
Cl2 -2.15 1.12 3.92
H76 -0.59 3.33 4.99
H77 0.41 3.70 3.56
H78 0.09 1.25 3.56
H79 -0.76 2.02 2.24
C33 -5.75 0.70 -0.95
Br1 -4.81 0.84 0.76
Br2 -5.37 2.20 -2.14
Br3 -7.64 0.30 -0.66
H80 -5.32 -0.15 -1.53
C34 -0.01 1.45 -4.38
Br4 0.97 1.70 -6.03
Br5 -1.48 0.06 -4.78
Br6 -0.69 3.14 -3.79
H81 0.60 0.92 -3.61
C35 -0.96 -6.03 3.50
Br7 0.82 -5.33 3.61
Br8 -1.98 -4.91 2.22
Br9 -1.90 -6.17 5.20
H82 -0.95 -7.05 3.15
C36 2.70 -3.72 -6.57
Br10 2.55 -4.31 -4.69
Br11 4.51 -3.82 -7.18
Br12 1.99 -1.92 -6.56
H83 2.08 -4.33 -7.16

Mulliken atomic charge list, values in e, 5 entries: atom 1 (C): -0.535, atom 2 (C): -1.126, atom 3 (O): 0.699, atom 4 (P): 0.251, atom 5 (O): -0.883